{
  "formula": "C47H141N26O17P7",
  "method": "ωB97M-V/def2-TZVPD",
  "symbols": ["C", "N", "C", "P", "O", "N", "C", "C", "N", "C", "C", "H", "H", "H", "H", "H", "H", "H", "H", "H", "H", "H", "H", "H", "H", "H", "H", "H", "H", "C", "N", "C", "P", "O", "N", "C", "C", "N", "C", "C", "H", "H", "H", "H", "H", "H", "H", "H", "H", "H", "H", "H", "H", "H", "H", "H", "H", "H", "C", "N", "C", "P", "O", "N", "C", "C", "N", "C", "C", "H", "H", "H", "H", "H", "H", "H", "H", "H", "H", "H", "H", "H", "H", "H", "H", "H", "H", "C", "N", "C", "P", "O", "N", "C", "C", "N", "C", "C", "H", "H", "H", "H", "H", "H", "H", "H", "H", "H", "H", "H", "H", "H", "H", "H", "H", "H", "C", "N", "C", "P", "O", "N", "C", "C", "N", "C", "C", "H", "H", "H", "H", "H", "H", "H", "H", "H", "H", "H", "H", "H", "H", "H", "H", "H", "H", "C", "N", "C", "P", "O", "N", "C", "C", "N", "C", "C", "H", "H", "H", "H", "H", "H", "H", "H", "H", "H", "H", "H", "H", "H", "H", "H", "H", "H", "C", "N", "C", "P", "O", "N", "C", "C", "N", "C", "C", "H", "H", "H", "H", "H", "H", "H", "H", "H", "H", "H", "H", "H", "H", "H", "H", "H", "H", "C", "N", "O", "O", "H", "H", "H", "C", "N", "O", "O", "H", "H", "H", "C", "N", "O", "O", "H", "H", "H", "C", "N", "O", "O", "H", "H", "H", "C", "N", "O", "O", "H", "H", "H"],
  "coordinates": [[1.04983, 3.84447, -8.71663], [2.09862, 4.66060, -9.39660], [1.61838, 5.35833, -10.66636], [3.12141, 5.61969, -8.39706], [2.30415, 6.72876, -7.76331], [3.86525, 4.55633, -7.31312], [4.36989, 3.18869, -7.62059], [4.42960, 5.08644, -6.06555], [4.41376, 6.15973, -9.39194], [4.68401, 7.56152, -9.45149], [5.23441, 5.30108, -10.21619], [0.51370, 4.45384, -7.98908], [1.53714, 3.03237, -8.17706], [0.42742, 3.42966, -9.50949], [0.99396, 4.68372, -11.25213], [2.48672, 5.64313, -11.26048], [0.99200, 6.22926, -10.47337], [3.71415, 2.64338, -8.29937], [5.36654, 3.20021, -8.06178], [4.48072, 2.59687, -6.71199], [4.35118, 4.33955, -5.27555], [5.47908, 5.37189, -5.99333], [3.81327, 5.92390, -5.73859], [4.37373, 8.01149, -8.50844], [5.75050, 7.75718, -9.56292], [4.14736, 8.06646, -10.25470], [6.17509, 5.02421, -9.74020], [5.49232, 5.80020, -11.15024], [4.79274, 4.34784, -10.50663], [-10.94015, -7.86886, -3.45627], [-10.26388, -7.23276, -2.38786], [-9.64510, -5.91832, -2.83692], [-10.26402, -7.68393, -0.70880], [-10.16808, -6.58205, 0.29146], [-11.72808, -8.60132, -0.50119], [-11.93401, -9.50782, 0.65762], [-12.92894, -7.82864, -0.71466], [-9.07167, -8.87094, -0.65814], [-9.03259, -9.92398, -1.64405], [-7.85293, -8.79152, 0.18130], [-11.85532, -7.30654, -3.64160], [-11.18915, -8.89026, -3.16844], [-10.42355, -7.91951, -4.41475], [-8.79111, -5.68554, -2.20082], [-10.37584, -5.11405, -2.92192], [-9.25208, -5.99627, -3.85061], [-12.76706, -10.15926, 0.39354], [-11.04309, -10.11457, 0.81954], [-12.08586, -8.92938, 1.56891], [-13.06128, -7.16484, 0.13972], [-12.87010, -7.20661, -1.60780], [-13.82514, -8.43720, -0.83538], [-10.07446, -10.23577, -1.71760], [-8.61645, -9.40911, -2.50998], [-8.38617, -10.76607, -1.39684], [-8.19544, -8.72735, 1.21409], [-7.23036, -7.97470, -0.18383], [-7.26569, -9.70959, 0.16199], [-7.00644, 5.02434, -5.91242], [-7.73659, 4.20708, -6.95578], [-7.37758, 4.47551, -8.31297], [-8.22754, 2.63628, -6.43610], [-7.00097, 1.77861, -6.24236], [-9.28045, 2.92312, -5.10184], [-8.81002, 2.61513, -3.75424], [-10.43746, 3.81351, -5.14405], [-9.31511, 2.03925, -7.60134], [-9.19074, 0.72033, -8.21881], [-10.46016, 2.77790, -8.14337], [-6.15208, 4.48056, -5.50935], [-7.73296, 5.28842, -5.14396], [-6.71236, 5.95348, -6.40060], [-6.28937, 4.43539, -8.36078], [-7.75682, 5.41009, -8.72627], [-7.73492, 3.62458, -8.89292], [-8.35051, 1.63273, -3.64544], [-8.13973, 3.45561, -3.57431], [-9.62839, 2.61658, -3.03426], [-10.75263, 4.12821, -4.14920], [-10.25480, 4.69863, -5.75340], [-11.32094, 3.25448, -5.45235], [-10.08405, 0.11939, -8.04865], [-9.13839, 0.82976, -9.30204], [-8.37453, 0.09248, -7.86144], [-10.65888, 2.64067, -9.20629], [-10.41864, 3.81176, -7.80058], [-11.34975, 2.32298, -7.70774], [1.57114, -0.03391, 0.56021], [1.16187, 0.83892, 1.66932], [1.59137, 2.24284, 1.58502], [-0.07399, 0.19559, 2.70066], [0.21813, -1.22006, 3.06427], [-0.06960, 1.28794, 4.08751], [1.18876, 1.34144, 4.93861], [-1.30399, 1.52229, 4.82777], [-1.48377, 0.49524, 1.79144], [-2.22546, -0.58850, 1.11397], [-1.92392, 1.79297, 1.46345], [2.62501, -0.31211, 0.55240], [1.26539, 0.39708, -0.39314], [1.12799, -1.02854, 0.60942], [2.67462, 2.33563, 1.50718], [1.36251, 2.77023, 2.51109], [1.15729, 2.81887, 0.76780], [2.06896, 1.20622, 4.31007], [1.37960, 2.33847, 5.33560], [1.18572, 0.50907, 5.64235], [-1.87937, 0.60171, 4.73007], [-1.16193, 1.83560, 5.86207], [-1.93822, 2.31900, 4.43907], [-2.05175, -1.50860, 1.67194], [-3.31024, -0.52079, 1.19629], [-1.99416, -0.62734, 0.04949], [-2.27735, 1.83233, 0.43310], [-1.06048, 2.45530, 1.52602], [-2.70588, 2.16573, 2.12503], [4.72012, 7.76581, 10.89985], [3.37401, 8.09729, 10.69673], [2.52030, 7.02895, 11.18739], [2.94752, 8.97292, 9.23023], [3.38609, 8.19916, 7.93841], [1.20800, 9.24921, 9.42572], [0.27080, 9.16061, 8.26525], [0.60614, 9.66394, 10.70432], [3.66034, 10.52072, 9.35265], [3.52686, 11.26030, 10.60836], [3.79389, 11.43680, 8.20928], [5.35160, 8.59857, 10.59027], [4.79409, 6.99503, 10.13269], [4.92575, 7.30158, 11.86438], [2.72748, 6.79818, 12.23234], [2.57545, 6.16664, 10.52293], [1.46182, 7.28456, 11.13854], [-0.37949, 8.28931, 8.34300], [-0.40519, 10.01249, 8.33890], [0.71692, 9.17985, 7.27091], [1.31553, 9.66482, 11.53188], [0.29656, 10.70491, 10.61132], [-0.30576, 9.14780, 11.00457], [2.57697, 11.79179, 10.55071], [3.50763, 10.63258, 11.49927], [4.33638, 11.95430, 10.83450], [4.42912, 10.83889, 7.55577], [4.27506, 12.37329, 8.49131], [2.81923, 11.55721, 7.73635], [0.49521, -4.59366, -8.29110], [0.61119, -5.27283, -6.99088], [1.91535, -5.32289, -6.38209], [-0.35460, -6.68986, -6.78249], [0.04181, -7.86935, -7.61591], [-0.38424, -7.11946, -5.09035], [-0.76421, -6.20388, -4.03903], [-0.29603, -8.49400, -4.68683], [-1.99064, -6.14294, -7.01522], [-3.02574, -7.22048, -7.19100], [-2.47822, -4.82993, -6.48625], [0.68417, -3.53355, -8.12209], [-0.52969, -4.60211, -8.66205], [1.16440, -4.96577, -9.06687], [2.53091, -6.04563, -6.91764], [1.86735, -5.57072, -5.32172], [2.34167, -4.32817, -6.51199], [-1.84215, -6.13661, -3.89198], [-0.30795, -6.55338, -3.11286], [-0.29177, -5.26394, -4.32435], [0.53567, -8.71063, -4.01642], [-1.22124, -8.78332, -4.18845], [-0.20954, -9.06118, -5.61362], [-3.78212, -6.76492, -7.83010], [-2.64825, -8.12099, -7.67546], [-3.50167, -7.48471, -6.24667], [-2.36649, -4.94195, -5.40779], [-3.54565, -4.69254, -6.65890], [-1.88717, -3.96060, -6.77441], [14.17745, 2.33072, 1.91010], [13.81073, 1.42428, 2.99608], [14.20236, 1.91510, 4.33483], [12.76706, 0.05499, 2.80887], [12.61628, -0.69021, 4.12926], [11.32352, 0.62533, 2.05605], [10.40886, 1.35319, 2.94564], [11.35798, 1.20656, 0.70282], [13.56916, -0.96260, 1.63942], [12.72216, -2.02522, 1.10767], [15.04958, -1.17494, 1.50400], [14.36044, 1.84443, 0.95190], [15.05868, 2.90219, 2.20159], [13.45103, 3.14338, 1.91462], [15.04729, 2.60340, 4.35567], [14.42990, 1.18778, 5.11414], [13.32649, 2.51574, 4.58020], [10.41680, 2.39119, 2.61309], [9.38279, 1.00206, 3.05504], [10.70288, 1.37742, 3.99495], [11.58435, 2.26899, 0.79288], [12.09844, 0.78209, 0.02485], [10.37494, 1.18522, 0.23241], [11.95023, -2.48045, 1.72814], [12.20579, -1.60675, 0.24375], [13.34022, -2.87194, 0.80904], [15.30217, -1.66915, 0.56587], [15.44018, -1.74126, 2.34946], [15.58333, -0.22603, 1.55686], [-0.23828, -7.16387, 6.79129], [-1.34309, -7.36141, 5.81556], [-1.21058, -7.08126, 4.59944], [-2.36756, -7.89110, 6.29717], [0.21681, -8.14570, 6.92175], [-0.48343, -6.67167, 7.73242], [0.49539, -6.56413, 6.25264], [6.66825, -2.99502, 6.68651], [6.32630, -3.49664, 7.98833], [6.13903, -4.70325, 8.11015], [6.09954, -2.68450, 8.88727], [7.09697, -1.99292, 6.67737], [5.77513, -3.17281, 6.08747], [7.38711, -3.69253, 6.25661], [2.05697, -1.18237, 13.68903], [1.08601, -1.59144, 12.61987], [1.10737, -2.74137, 12.21409], [0.41532, -0.65519, 12.14861], [2.53949, -0.21739, 13.53381], [2.82903, -1.93886, 13.54854], [1.56406, -1.32072, 14.65132], [5.12540, -6.46883, 1.41261], [5.81927, -7.59191, 2.06194], [5.21732, -8.69272, 2.25417], [7.02267, -7.49399, 2.20120], [4.12591, -6.43977, 1.84653], [5.09440, -6.77218, 0.36612], [5.82704, -5.64028, 1.50910], [-8.71984, -1.27051, 5.49935], [-9.21151, -0.06488, 6.26712], [-10.35393, 0.35137, 5.88287], [-8.46505, 0.38928, 7.08487], [-7.68049, -1.35819, 5.81583], [-8.77871, -1.02140, 4.43982], [-9.40173, -2.02840, 5.88500]],
  "atomic_forces_ev_per_a": [[1.190, 0.715, -0.276], [0.520, 0.337, -0.622], [0.465, -0.573, 1.240], [-0.810, 0.427, -0.508], [2.081, -1.395, -0.590], [0.096, -0.979, 0.304], [-0.166, 0.722, -0.349], [-0.973, 0.112, 0.517], [-1.666, -0.897, 0.560], [-0.038, 0.796, 0.378], [0.256, -0.353, -0.165], [-0.440, -0.082, -0.146], [-0.099, -0.065, -0.016], [-0.207, 0.038, 0.320], [0.243, -0.307, 0.117], [-0.079, 0.050, 0.056], [0.142, 0.205, 0.263], [-0.073, 0.216, -0.017], [0.142, 0.168, -0.189], [-0.334, 0.205, 0.216], [-0.337, -0.285, -0.046], [0.254, 0.180, -0.947], [0.136, 0.130, -0.083], [-0.039, 0.177, -0.114], [0.097, -0.117, -0.054], [-0.005, 0.119, -0.222], [0.248, 0.171, 0.231], [-0.068, 0.173, -0.067], [-0.542, 0.114, 0.209], [-1.412, -0.747, 0.061], [1.571, 1.889, 1.125], [-0.288, -1.215, 0.642], [-0.699, -1.003, -0.442], [0.668, -0.739, -1.219], [1.038, -0.174, -0.754], [1.146, 0.562, -0.871], [-0.142, 0.790, -0.059], [0.632, -0.166, 2.098], [-0.521, 1.072, -0.367], [-1.094, 0.349, 0.050], [-0.496, -0.216, -0.390], [-0.258, 0.042, -0.139], [0.601, 0.143, 0.196], [-0.345, 0.338, 0.159], [-0.081, 0.124, 0.565], [0.067, -0.593, -0.039], [-0.069, 0.066, 0.345], [0.008, -0.055, -0.121], [-0.407, -0.057, 0.133], [-0.397, 0.240, 0.092], [0.193, 0.011, -0.007], [0.129, -0.318, 0.110], [0.180, -0.455, -0.869], [-0.321, -0.788, -0.920], [-0.147, 0.166, 0.391], [0.484, 0.722, 0.104], [0.201, 0.114, 0.605], [-0.237, -0.094, -0.475], [-1.327, -0.676, -1.204], [-1.245, -0.105, 2.031], [0.685, -1.150, -0.147], [0.067, 0.497, -0.661], [-2.277, 0.583, 0.419], [0.866, -0.847, -0.491], [0.284, 0.608, -0.214], [-0.155, -0.508, -0.060], [1.187, 0.203, -0.572], [-0.139, -0.128, 0.071], [-0.244, -0.523, 1.415], [0.069, 0.122, 0.044], [0.229, -0.066, 0.278], [0.212, -0.085, 0.104], [0.230, 0.292, -0.523], [-0.092, 0.088, 0.176], [-0.079, 0.223, -0.395], [0.346, 0.230, -0.370], [0.466, -0.439, 1.230], [-0.120, 0.204, -0.178], [0.652, 0.202, 0.197], [-0.160, -0.027, -0.093], [-0.086, 0.161, -0.648], [-0.361, 0.075, 0.234], [0.316, -0.005, -0.171], [0.248, 0.584, 0.098], [0.860, 0.334, -0.287], [-0.035, -0.002, -0.537], [-0.393, 0.148, 0.256], [-0.384, -0.191, 0.246], [-0.080, -0.262, 0.903], [0.012, -0.401, 0.658], [1.180, 1.509, 0.307], [-0.786, 0.931, -0.746], [1.350, 0.034, -1.109], [-0.579, -0.477, -1.780], [-0.559, -0.466, -0.629], [-0.133, -2.431, 0.991], [0.135, -0.184, 1.259], [0.558, 1.283, -0.170], [0.367, 0.691, 0.058], [0.207, 0.103, -0.186], [-0.558, 0.178, 0.331], [0.191, -0.320, -0.236], [-0.320, -0.154, 0.004], [-0.205, -0.167, -0.281], [-0.134, -0.352, -0.324], [-0.664, -0.096, 0.498], [-0.010, 0.377, 0.414], [-0.434, 0.045, 0.733], [0.444, -0.575, 0.039], [0.174, 0.186, -0.523], [0.578, -0.229, -0.540], [-0.162, 0.758, 0.100], [0.268, -0.257, 0.014], [-0.077, -0.012, -0.079], [-0.182, 0.406, 0.030], [-0.177, 0.071, 0.020], [1.154, -0.818, -1.919], [-3.246, 2.884, -0.094], [-1.193, 0.336, -0.884], [-0.265, -1.788, -1.387], [-1.657, 2.700, 3.456], [1.647, -1.135, -0.751], [0.009, 0.240, 1.123], [0.326, 0.923, -0.605], [0.737, -0.648, 1.630], [-0.747, -0.366, 0.325], [0.057, -2.198, -0.293], [0.322, -0.110, 0.504], [1.563, -0.637, 0.049], [0.016, 0.553, 0.141], [0.321, -0.114, -0.141], [0.429, -0.541, 0.264], [0.045, 0.336, 0.052], [0.135, -0.300, -0.009], [0.008, 0.262, -0.102], [0.466, -0.093, 0.372], [0.081, -0.387, -0.208], [-0.127, 0.308, -0.019], [0.128, -0.636, -0.243], [-0.045, 0.471, 0.421], [-0.188, -0.402, -0.268], [0.160, 0.117, -0.676], [0.041, 0.673, -0.661], [-0.176, -0.196, 0.061], [-0.002, 0.561, -0.141], [-0.175, 0.408, 0.606], [-2.492, -1.407, 0.382], [0.305, 0.263, -0.586], [-1.359, -0.020, 0.915], [-0.630, 1.161, 0.888], [0.866, 0.568, -1.611], [0.846, -0.010, -0.586], [-0.288, -0.361, -0.839], [1.150, -0.350, -1.251], [0.491, 1.523, 0.030], [0.568, -1.664, 1.042], [0.376, 0.114, -0.042], [0.017, -0.483, 0.088], [0.093, -0.199, 0.055], [0.434, -0.087, 0.185], [-0.059, -0.030, -0.106], [0.272, -0.005, 0.213], [-0.080, 0.157, 0.060], [0.010, 0.113, 0.140], [-0.516, 0.486, 0.493], [0.200, 0.087, 0.033], [-0.142, -0.192, 0.122], [0.173, -0.400, 0.285], [-0.192, -0.268, -0.074], [0.320, 0.275, 0.080], [0.038, -0.100, 0.219], [-0.315, 0.714, 0.157], [0.145, -0.042, -0.480], [-0.059, -0.248, -0.416], [-0.296, 0.507, 1.105], [0.863, -2.043, -0.148], [-1.271, 0.465, -0.174], [2.155, -0.817, 0.966], [-0.465, 1.940, -2.254], [0.822, -1.228, 0.357], [0.337, 0.490, 0.470], [-0.029, 0.492, 0.427], [-0.566, 1.195, 0.664], [0.060, -0.069, -0.798], [-1.016, 0.729, 1.052], [-0.366, 0.079, 0.054], [0.510, -0.504, -0.063], [-0.455, 0.033, -0.928], [0.167, -0.107, -0.744], [-0.494, -0.414, -0.440], [0.175, 0.215, 1.151], [-0.336, 0.190, 0.070], [-0.084, -0.356, -0.890], [0.707, -0.226, -0.068], [0.174, 0.241, -0.111], [-0.054, -0.356, 0.335], [-0.090, -0.440, 0.065], [0.143, 0.486, 0.692], [-0.141, -0.431, -0.349], [0.079, 0.129, -0.223], [-0.302, 0.037, 0.024], [-0.030, -0.382, -0.045], [-0.212, 0.146, -0.194], [1.435, 0.412, -1.216], [-2.436, -0.761, -0.940], [0.132, -0.466, 3.078], [1.805, 1.083, -1.030], [-0.272, 0.017, 0.280], [-0.651, -0.349, -0.327], [-0.011, 0.067, 0.153], [0.869, -0.589, -1.718], [-1.396, -0.271, 2.527], [0.474, 0.848, -0.327], [0.554, -0.568, -0.895], [-0.580, -0.112, 0.282], [-0.061, 0.654, -0.021], [0.144, 0.044, 0.158], [0.715, -1.550, -0.171], [-0.228, 2.017, -1.310], [-0.327, 0.930, 0.579], [0.526, -1.763, 0.616], [-0.854, 0.081, -0.142], [0.072, 0.011, 0.536], [0.097, 0.267, -0.121], [0.127, -0.494, 0.025], [0.307, -3.955, -0.077], [0.701, 3.115, -0.277], [-0.394, 0.453, 0.292], [0.205, 0.544, -0.161], [-0.258, 0.105, 0.010], [-0.701, 0.235, 0.190], [0.054, 0.935, 0.904], [-2.234, 0.226, -2.685], [2.949, -0.584, 1.730], [-0.554, 0.701, 0.586], [-0.237, -0.514, -0.078], [-0.367, -0.352, 0.200], [0.390, -0.419, -0.662]],
  "mulliken_charge": [-0.99, 0.06, -0.98, 0.54, -0.83, 0.26, -1.00, -1.12, 0.28, -1.14, -1.18, 0.31, 0.24, 0.41, 0.39, 0.26, 0.33, 0.31, 0.26, 0.36, 0.37, 0.33, 0.35, 0.32, 0.44, 0.29, 0.30, 0.44, 0.39, -1.11, 0.34, -1.04, 0.40, -0.83, 0.15, -1.04, -1.06, 0.27, -0.95, -1.00, 0.38, 0.34, 0.33, 0.28, 0.30, 0.36, 0.38, 0.29, 0.34, 0.36, 0.27, 0.34, 0.26, 0.30, 0.40, 0.30, 0.28, 0.38, -1.08, 0.18, -1.07, 0.56, -0.84, 0.14, -1.02, -1.08, 0.23, -1.04, -1.11, 0.30, 0.25, 0.44, 0.41, 0.26, 0.36, 0.25, 0.35, 0.42, 0.43, 0.40, 0.26, 0.34, 0.31, 0.32, 0.35, 0.34, 0.33, -1.13, 0.28, -1.11, 0.48, -0.83, 0.15, -1.16, -1.00, 0.30, -1.06, -1.06, 0.34, 0.36, 0.31, 0.34, 0.34, 0.33, 0.39, 0.40, 0.36, 0.35, 0.41, 0.22, 0.32, 0.40, 0.32, 0.38, 0.32, 0.25, -1.08, 0.22, -1.06, 0.51, -0.83, 0.31, -1.09, -1.20, 0.11, -1.02, -0.95, 0.28, 0.40, 0.30, 0.37, 0.37, 0.29, 0.32, 0.36, 0.30, 0.39, 0.34, 0.38, 0.36, 0.30, 0.37, 0.32, 0.35, 0.28, -1.12, 0.22, -1.04, 0.56, -0.84, 0.33, -1.22, -1.05, 0.17, -1.01, -0.83, 0.39, 0.34, 0.32, 0.33, 0.29, 0.38, 0.22, 0.40, 0.42, 0.28, 0.35, 0.32, 0.38, 0.31, 0.31, 0.17, 0.40, 0.24, -1.10, 0.32, -1.02, 0.34, -0.83, 0.18, -0.97, -1.09, 0.26, -1.13, -1.02, 0.33, 0.35, 0.34, 0.30, 0.27, 0.39, 0.32, 0.29, 0.33, 0.37, 0.33, 0.34, 0.33, 0.28, 0.46, 0.42, 0.31, 0.30, -0.65, 0.76, -0.49, -0.48, 0.28, 0.27, 0.30, -0.66, 0.81, -0.51, -0.50, 0.29, 0.28, 0.29, -0.70, 0.82, -0.50, -0.50, 0.28, 0.32, 0.28, -0.62, 0.77, -0.50, -0.49, 0.26, 0.26, 0.30, -0.64, 0.80, -0.50, -0.49, 0.30, 0.26, 0.27],
  "smiles": "CN(C)P(=O)(N(C)C)N(C)C.CN(C)P(=O)(N(C)C)N(C)C.CN(C)P(=O)(N(C)C)N(C)C.CN(C)P(=O)(N(C)C)N(C)C.CN(C)P(=O)(N(C)C)N(C)C.CN(C)P(=O)(N(C)C)N(C)C.CN(C)P(=O)(N(C)C)N(C)C.C[N+](=O)[O-].C[N+](=O)[O-].C[N+](=O)[O-].C[N+](=O)[O-].C[N+](=O)[O-]",
  "homo_lumo_gap_ev": 8.142
}